ORCA calculation (ωB97M-V/def2-TZVPD) on a cluster of 6 separate species, C24H58BrN2O6 in total.

Geometry as XYZ:
```
91
Properties=species:S:1:pos:R:3:mulliken_charge:R:1
C 0.317 -3.715 -0.003 -1.732
C 0.395 -2.508 -0.956 2.160
C 1.346 -2.870 -2.092 -1.958
C 0.930 -1.249 -0.218 -1.459
C 0.088 0.010 -0.423 0.530
N 0.278 0.686 -1.688 -0.350
Br 0.730 1.317 0.936 -0.170
C -1.400 -0.203 -0.165 -1.843
C -1.976 -1.534 -0.716 2.043
C -3.182 -1.253 -1.604 -1.915
C -2.429 -2.432 0.440 -2.128
N -0.938 -2.197 -1.558 0.505
O -0.897 -1.765 -2.757 -0.730
H -0.487 -4.383 -0.295 0.384
H 0.115 -3.385 1.009 -0.034
H 1.264 -4.244 0.022 0.295
H 1.642 -2.002 -2.674 0.282
H 0.878 -3.597 -2.754 0.457
H 2.232 -3.324 -1.655 0.629
H 1.927 -1.034 -0.603 0.386
H 1.048 -1.445 0.845 0.402
H 1.224 1.039 -1.750 0.370
H 0.106 0.043 -2.456 0.311
H -1.580 -0.154 0.906 0.444
H -1.922 0.635 -0.622 0.602
H -4.022 -0.958 -0.978 0.467
H -3.460 -2.151 -2.154 0.434
H -2.977 -0.464 -2.319 0.368
H -3.384 -2.072 0.814 0.560
H -2.555 -3.459 0.109 0.330
H -1.719 -2.433 1.260 0.310
C -0.150 2.730 4.709 -1.011
C -0.409 4.169 4.294 0.408
C -1.894 4.446 4.117 -1.219
O 0.305 4.473 3.099 -0.436
H -0.509 2.052 3.930 0.101
H 0.918 2.553 4.837 0.303
H -0.660 2.481 5.641 0.401
H -0.001 4.847 5.046 0.254
H -2.306 3.801 3.336 0.280
H -2.059 5.482 3.818 0.290
H -2.446 4.259 5.040 0.404
H -0.027 3.895 2.403 0.182
C 0.051 6.160 0.049 -1.130
C -0.464 7.500 -0.447 0.464
C 0.579 8.597 -0.302 -1.335
O -1.673 7.858 0.225 -0.559
H 0.298 6.214 1.113 0.412
H -0.711 5.389 -0.077 0.233
H 0.946 5.853 -0.494 0.372
H -0.751 7.415 -1.497 0.172
H 0.848 8.722 0.751 0.324
H 0.190 9.547 -0.668 0.346
H 1.486 8.354 -0.856 0.355
H -1.469 7.934 1.163 0.350
C 2.599 -7.553 -1.893 -1.400
C 3.268 -6.189 -1.947 0.822
C 4.652 -6.257 -2.571 -1.388
O 3.327 -5.610 -0.641 -0.485
H 3.190 -8.240 -1.280 0.341
H 1.607 -7.475 -1.449 0.339
H 2.502 -7.985 -2.889 0.376
H 2.642 -5.508 -2.525 0.080
H 5.302 -6.906 -1.977 0.336
H 5.106 -5.267 -2.606 0.347
H 4.609 -6.657 -3.585 0.378
H 3.855 -6.197 -0.088 0.304
C -0.776 -3.295 4.754 -1.349
C -0.435 -4.460 3.839 0.918
C -0.530 -5.797 4.555 -1.554
O 0.854 -4.285 3.253 -0.505
H -0.073 -3.254 5.591 0.373
H -0.709 -2.350 4.214 0.306
H -1.783 -3.393 5.162 0.376
H -1.120 -4.460 2.987 0.090
H 0.180 -5.830 5.386 0.369
H -0.290 -6.614 3.874 0.376
H -1.530 -5.961 4.958 0.366
H 1.507 -4.279 3.961 0.299
C -1.110 3.450 -3.468 -1.208
C -0.557 4.607 -4.283 0.726
C -1.232 4.727 -5.640 -1.449
O 0.859 4.492 -4.431 -0.559
H -0.938 2.501 -3.984 0.308
H -0.618 3.386 -2.498 0.274
H -2.184 3.559 -3.307 0.398
H -0.697 5.537 -3.729 0.062
H -1.065 3.817 -6.224 0.353
H -0.822 5.567 -6.200 0.360
H -2.308 4.869 -5.535 0.351
H 1.035 3.679 -4.916 0.360
```

LUMO energy (alpha / beta)   0.504 / 0.391 eV
Spin multiplicity   2
E   -4084.129678 Eh

ORCA calculation (ωB97M-V/def2-TZVPD) on a structure of composition C45H64CaF5N4O5P2Si2.

Geometry as XYZ:
```
128
Properties=species:S:1:pos:R:3:mulliken_charge:R:1
Ca 0.770 0.391 -0.562 2.342
N -2.551 -0.130 1.667 1.048
P -1.548 -1.540 1.728 -0.060
C -2.808 -2.839 1.501 0.255
C -2.622 -3.770 0.484 -0.008
C -3.569 -4.762 0.252 -0.730
C -4.705 -4.821 1.042 -0.643
C -4.894 -3.900 2.068 -0.607
C -3.948 -2.918 2.301 -0.525
C -1.263 -1.666 3.534 0.237
C -0.613 -2.807 4.006 -0.695
C -0.330 -2.965 5.352 -0.785
C -0.685 -1.971 6.256 -0.637
C -1.339 -0.837 5.802 -0.803
C -1.631 -0.687 4.451 0.111
P -3.270 0.139 0.101 -0.430
C -4.971 -0.481 0.357 0.903
C -5.500 -1.340 -0.597 -0.361
C -6.793 -1.835 -0.459 -0.657
C -7.558 -1.466 0.634 -0.563
C -7.037 -0.600 1.591 -0.666
C -5.751 -0.111 1.452 -0.622
C -3.564 1.937 0.179 0.536
C -3.558 2.698 1.346 0.009
C -3.786 4.067 1.292 -0.923
C -4.044 4.683 0.075 -0.665
C -4.068 3.929 -1.089 -0.603
C -3.818 2.567 -1.038 -0.687
H -2.045 0.684 2.012 -0.222
H -1.744 -3.692 -0.149 0.239
H -3.425 -5.475 -0.550 0.458
H -5.452 -5.583 0.859 0.411
H -5.786 -3.945 2.678 0.464
H -4.094 -2.192 3.091 0.374
H -0.355 -3.603 3.315 0.336
H 0.161 -3.864 5.702 0.439
H -0.464 -2.088 7.308 0.396
H -1.637 -0.068 6.502 0.459
H -2.166 0.193 4.119 0.508
H -4.901 -1.626 -1.455 0.313
H -7.198 -2.505 -1.207 0.450
H -8.566 -1.846 0.743 0.414
H -7.641 -0.305 2.440 0.431
H -5.340 0.560 2.197 0.330
H -3.391 2.230 2.309 0.413
H -3.779 4.651 2.203 0.461
H -4.227 5.749 0.035 0.420
H -4.266 4.405 -2.041 0.434
H -3.803 1.985 -1.954 0.355
O 1.469 -0.211 2.149 -0.562
H 0.842 0.266 2.714 0.306
H 2.004 0.519 1.787 -0.325
O -0.540 1.985 2.850 -0.350
H -0.639 2.712 2.219 -0.152
H -0.463 2.410 3.713 0.242
O -1.129 -2.063 -2.001 -0.630
H -1.051 -1.105 -2.209 -0.202
H -2.071 -2.166 -1.817 0.226
F -0.359 3.015 -7.221 -0.329
C -0.398 2.430 -6.021 0.534
C 0.648 2.592 -5.127 -0.154
F 1.705 3.336 -5.459 -0.321
C 0.591 1.976 -3.894 -1.118
F 1.600 2.159 -3.012 0.110
C -0.480 1.169 -3.486 0.122
O -0.489 0.592 -2.316 2.296
C -1.526 1.046 -4.409 -0.236
F -2.592 0.301 -4.081 -0.362
C -1.485 1.657 -5.650 0.352
F -2.499 1.502 -6.500 -0.326
C 1.406 -1.624 -4.164 -1.365
C 2.352 -0.856 -3.283 0.491
N 3.427 -0.322 -3.879 -0.283
O 2.182 -0.730 -2.065 -0.005
H 1.947 -2.368 -4.750 0.503
H 0.930 -0.934 -4.864 0.399
H 0.633 -2.097 -3.565 0.018
H 3.515 -0.324 -4.881 0.249
H 3.989 0.328 -3.350 0.200
C 4.677 2.956 1.948 -1.330
Si 3.853 2.143 0.460 0.253
C 4.383 0.316 0.569 -0.930
C 4.678 2.759 -1.120 -0.887
C 2.021 2.323 0.438 -0.408
Si 1.250 3.905 -0.128 0.092
C 2.068 4.834 -1.544 -1.081
C -0.540 3.573 -0.670 0.236
C 1.119 5.146 1.293 -1.245
H 5.763 2.829 1.934 0.350
H 4.304 2.517 2.878 0.328
H 4.466 4.027 1.986 0.327
H 5.472 0.240 0.502 0.532
H 3.958 -0.264 -0.257 -0.064
H 4.085 -0.154 1.512 0.315
H 5.701 2.376 -1.172 0.444
H 4.734 3.847 -1.166 0.362
H 4.144 2.429 -2.016 0.002
H 1.701 2.346 1.497 0.451
H 2.361 4.198 -2.378 0.156
H 2.951 5.386 -1.215 0.338
H 1.352 5.570 -1.923 0.398
H -0.607 3.300 -1.727 -0.114
H -1.177 4.450 -0.525 0.610
H -1.024 2.759 -0.113 -0.777
H 2.105 5.396 1.693 0.278
H 0.527 4.759 2.130 0.261
H 0.644 6.075 0.966 0.354
C 2.097 -4.629 1.654 -1.045
C 1.482 -3.285 1.206 1.223
N 1.956 -2.934 -0.128 0.847
C 3.411 -2.978 -0.165 -0.356
C 3.901 -4.436 -0.007 -0.942
N 2.711 -5.250 0.427 0.072
C 1.696 -5.311 -0.685 -0.993
C 1.402 -3.854 -1.110 0.410
H 1.358 -5.330 2.039 0.428
H 2.897 -4.518 2.384 0.278
H 1.722 -2.486 1.906 0.447
H 0.397 -3.361 1.162 -1.665
H 3.803 -2.343 0.627 0.281
H 3.759 -2.568 -1.113 0.218
H 4.669 -4.550 0.756 0.380
H 4.259 -4.873 -0.938 0.307
H 3.017 -6.195 0.647 0.324
H 0.822 -5.822 -0.283 0.323
H 2.126 -5.916 -1.481 0.399
H 0.331 -3.679 -1.203 -0.509
H 1.850 -3.637 -2.080 0.340
```

ΔE to the lowest compared entry with this formula, charge and spin   0.0 kcal per mole
LUMO energy   -2.690 eV
Net charge   +1
E   -4786.976855 Eh

ORCA calculation (ωB97M-V/def2-TZVPD) on a cluster of 2 separate species, C18H22ClN3O4S2 in total in a non-equilibrium geometry.

Geometry as XYZ:
```
50
Properties=species:S:1:pos:R:3:mulliken_charge:R:1
C -4.745 1.715 3.093 -0.645
C -5.610 0.782 2.107 -0.479
C -4.848 0.452 0.695 -0.782
C -3.528 -0.380 1.086 0.697
C -3.782 -1.861 1.548 -0.754
C -2.620 -2.816 2.011 0.295
N -2.746 -4.171 2.485 -0.633
S -1.089 -4.539 2.824 0.146
N -0.266 -3.096 2.446 -0.418
C -1.204 -2.111 1.950 0.434
C -0.839 -0.668 1.485 0.493
C 0.599 0.009 1.455 -0.637
C 1.839 -0.936 1.808 -0.970
C 2.265 -1.975 0.662 -0.602
S 3.027 -1.137 -0.825 1.148
O 3.646 -2.231 -1.682 -0.607
O 2.000 -0.418 -1.661 -0.556
O 4.320 -0.147 -0.348 -0.477
C -2.050 0.233 1.030 0.015
C -1.879 1.751 0.542 -0.709
C -2.322 1.971 -1.008 0.417
O -2.751 3.083 -1.414 -0.498
Cl -2.245 0.577 -2.181 -0.143
H -4.890 1.421 4.203 0.285
H -3.615 1.687 2.903 0.009
H -5.064 2.817 2.920 0.239
H -5.793 -0.234 2.633 0.286
H -6.634 1.288 1.938 0.398
H -4.638 1.466 0.212 0.203
H -5.557 -0.220 0.105 0.350
H -4.861 -2.272 1.549 0.309
H 0.602 0.892 2.194 0.391
H 0.746 0.481 0.404 0.320
H 2.760 -0.256 1.997 0.383
H 1.632 -1.446 2.824 0.435
H 3.121 -2.619 1.110 0.353
H 1.432 -2.711 0.393 0.363
H 4.155 0.751 -0.726 0.348
H -2.458 2.474 1.239 0.288
H -0.780 2.120 0.592 0.318
C 6.365 1.810 -4.383 -0.604
C 5.885 1.196 -5.565 -0.426
C 4.847 0.371 -5.205 -0.508
N 4.686 0.460 -3.849 0.142
C 5.604 1.340 -3.340 -0.074
H 7.177 2.518 -4.303 0.376
H 6.256 1.341 -6.569 0.379
H 4.211 -0.272 -5.795 0.361
H 3.998 -0.042 -3.309 0.164
H 5.639 1.554 -2.282 0.178
```

LUMO energy   -1.656 eV
SMILES   CCCc1cc2nsnc2c(CCCS(=O)(=O)O)c1CC(=O)Cl.c1cc[nH]c1
E   -2420.611947 Eh

ORCA calculation (ωB97M-V/def2-TZVPD) on a cluster of 2 separate species, C19H28N5O7 in total in a non-equilibrium geometry.

Geometry as XYZ:
```
59
Properties=species:S:1:pos:R:3:mulliken_charge:R:1
O 2.771 -1.461 8.613 -0.543
O 1.425 0.241 0.423 -0.660
O -3.218 -0.297 -1.329 -0.782
O 1.123 -1.901 -2.333 -0.641
O 4.959 -1.826 9.042 -0.438
O 1.745 -1.922 0.998 -0.485
O 3.110 -1.499 5.861 -0.403
C 3.914 -1.602 8.208 0.364
C 1.824 -0.590 1.229 0.576
C -2.143 -0.384 -0.735 0.777
C 0.339 -1.526 -3.191 -0.265
C 5.471 -1.525 6.269 -0.773
C 4.173 -1.509 6.749 0.530
C -5.081 2.180 -3.417 0.739
C 3.475 1.609 3.865 -0.700
C 3.564 0.727 4.947 -0.002
C 2.906 1.185 2.658 -0.462
C 2.530 -0.999 3.613 -0.329
C 3.098 -0.592 4.827 -0.048
C 2.420 -0.129 2.508 0.258
N -5.195 1.309 -2.456 -0.214
N 0.451 -2.010 -4.431 -0.184
N -4.026 2.245 -4.213 -0.130
N -0.973 -0.460 -1.368 0.186
N -6.068 3.016 -3.574 -0.371
C -2.100 -0.385 0.775 -1.263
C -0.401 -1.757 -5.594 -0.771
C -2.874 1.324 -4.223 -0.913
C -1.723 1.828 -3.339 -0.400
C -0.508 0.883 -3.375 -0.595
C -0.783 -0.536 -2.829 0.101
H 4.566 -1.859 9.928 0.345
H 1.497 -2.022 0.062 0.355
H 6.326 -1.567 6.936 0.333
H 5.677 -1.513 5.203 0.324
H 3.836 2.629 3.966 0.386
H 3.977 1.073 5.890 0.489
H 2.842 1.883 1.827 0.409
H 2.165 -2.020 3.540 0.456
H -4.415 0.690 -2.234 0.194
H -6.005 1.273 -1.870 0.255
H 1.223 -2.650 -4.550 0.332
H -4.027 2.970 -4.911 0.264
H -0.134 -0.456 -0.795 0.057
H -6.865 2.964 -2.966 0.194
H -6.036 3.711 -4.297 0.191
H -1.691 -1.332 1.123 0.321
H -3.107 -0.259 1.170 0.376
H -1.464 0.429 1.121 0.313
H -1.456 -1.814 -5.322 0.249
H -0.205 -2.513 -6.358 0.356
H -0.176 -0.778 -6.020 0.252
H -2.508 1.222 -5.247 0.302
H -3.197 0.338 -3.889 0.429
H -1.407 2.808 -3.698 0.402
H -2.070 1.946 -2.313 0.215
H -0.162 0.821 -4.405 0.378
H 0.298 1.333 -2.793 0.254
H -1.684 -0.947 -3.276 0.410
```

LUMO energy   -2.514 eV
Net charge   +1
E   -1541.155354 Eh

ORCA calculation (ωB97M-V/def2-TZVPD) on a structure of composition C22H18GaN3O2 in a non-equilibrium geometry.

Geometry as XYZ:
```
46
Properties=species:S:1:pos:R:3:mulliken_charge:R:1
Ga -1.381 1.162 -0.301 0.053
C -0.879 2.708 -4.213 -0.919
O -0.224 2.157 -3.025 -0.413
C 0.233 0.896 -3.199 0.707
C 0.562 0.338 -4.476 -0.245
C 1.272 -0.873 -4.541 -1.008
C 1.692 -1.449 -3.351 -0.605
C 1.319 -1.014 -2.103 -0.607
C 0.530 0.130 -2.011 0.493
N 0.302 0.541 -0.653 0.763
N 1.013 -0.005 0.335 -0.474
C 0.865 0.588 1.587 0.465
C -0.212 1.356 2.189 1.012
O -1.290 1.798 1.498 -0.623
C -0.202 1.551 3.623 -0.969
C 0.806 1.080 4.430 -0.629
C 1.941 0.400 3.872 0.374
C 3.011 -0.049 4.661 -0.733
C 3.987 -0.833 4.119 -0.695
C 4.013 -1.057 2.719 -0.605
C 3.037 -0.542 1.877 -0.762
C 1.954 0.161 2.487 0.800
H -1.602 1.966 -4.571 0.418
H -0.078 2.868 -4.973 0.338
H -1.352 3.675 -3.947 0.267
H 0.238 0.833 -5.379 0.438
H 1.559 -1.332 -5.482 0.420
H 2.361 -2.297 -3.415 0.392
H 1.579 -1.509 -1.193 0.564
H -1.016 2.067 4.091 0.472
H 0.835 1.208 5.501 0.467
H 3.034 0.327 5.670 0.415
H 4.738 -1.228 4.770 0.428
H 4.809 -1.667 2.317 0.421
H 3.030 -0.656 0.794 0.527
C -4.189 -2.205 0.403 -0.071
C -3.524 -2.170 -0.826 -0.710
C -2.871 -1.025 -1.234 -0.027
N -2.840 0.058 -0.382 0.408
C -3.655 0.118 0.739 -0.126
C -4.316 -1.030 1.145 -0.703
H -4.593 -3.122 0.796 0.472
H -3.543 -3.046 -1.467 0.401
H -2.351 -0.936 -2.186 0.501
H -3.671 1.082 1.276 0.486
H -4.931 -1.023 2.029 0.420
```

ΔE to the lowest compared entry with this formula, charge and spin   1.1 kcal per mole
LUMO energy (alpha / beta)   -8.202 / -8.201 eV
Net charge   +2
E   -3088.037099 Eh

ORCA calculation (ωB97M-V/def2-TZVPD) on a structure of composition H4S2Si in a non-equilibrium geometry.

Geometry as XYZ:
```
7
Properties=species:S:1:pos:R:3:mulliken_charge:R:1
Si 0.494 0.494 0.519 0.445
S 1.569 -0.503 -1.046 -0.228
S -2.086 -0.498 -0.334 -0.436
H 0.625 -0.144 1.767 -0.044
H 0.372 2.034 0.373 -0.010
H 0.813 -0.145 -2.054 0.177
H -1.786 -1.238 0.776 0.096
```

ΔE to the lowest compared entry with this formula, charge and spin   41.6 kcal per mole
LUMO energy   -0.769 eV
E   -1088.219143 Eh